(1)
ORCA calculation (ωB97M-V/def2-TZVPD) on C64H132F15N3O15P2S5Sr as an isolated structure.

Properties
HOMO-LUMO gap in eV: 8.82
LUMO in eV: -2.85

The geometry in ORCA input format:
```
! wB97M-V def2-TZVPD RIJCOSX def2/J DEFGRID3
* xyz 2 1
Sr -1.175 -0.172 -0.056
C -1.214 3.425 -4.100
C -0.204 2.304 -3.922
C 0.842 2.049 -4.972
C 0.251 1.295 -6.175
P 1.466 0.741 -7.379
C 0.639 -0.563 -8.466
C -0.100 -1.672 -7.605
C -0.538 -2.892 -8.402
C -1.424 -3.771 -7.608
C 1.883 1.953 -8.655
C 2.471 3.330 -8.138
C 2.567 4.348 -9.248
C 1.256 4.985 -9.736
C 2.791 -0.009 -6.522
C 3.844 -0.800 -7.373
C 5.262 -0.523 -6.949
C 5.777 0.803 -7.437
H -0.813 4.343 -4.531
H -1.766 3.688 -3.198
H -1.926 2.992 -4.802
H -0.744 1.448 -3.517
H 0.343 2.531 -3.007
H 1.595 1.375 -4.564
H 1.404 2.915 -5.322
H -0.328 2.060 -6.694
H -0.391 0.471 -5.864
H 1.498 -0.911 -9.040
H 0.100 0.097 -9.145
H -0.960 -1.179 -7.151
H 0.461 -2.010 -6.734
H 0.347 -3.442 -8.724
H -1.056 -2.582 -9.310
H -0.886 -4.381 -6.882
H -1.908 -4.484 -8.276
H -2.225 -3.240 -7.094
H 1.004 2.051 -9.291
H 2.639 1.462 -9.267
H 3.424 3.133 -7.648
H 1.775 3.720 -7.395
H 3.212 3.878 -9.990
H 3.255 5.145 -8.964
H 1.545 5.910 -10.234
H 0.589 5.167 -8.893
H 0.627 4.237 -10.219
H 2.428 -0.730 -5.790
H 3.319 0.717 -5.904
H 3.892 -0.510 -8.422
H 3.593 -1.858 -7.445
H 6.016 -1.217 -7.322
H 5.310 -0.463 -5.862
H 5.243 1.609 -6.934
H 5.599 0.902 -8.507
H 6.804 0.915 -7.089
C -2.052 0.242 3.954
C -1.947 0.300 5.498
C -1.269 -0.972 6.085
C -0.734 -0.921 7.545
P 0.350 -2.302 8.077
C 0.490 -2.005 9.806
C -0.819 -2.487 10.526
C -0.662 -2.605 12.042
C -0.117 -3.916 12.563
C 2.019 -1.993 7.225
C 3.045 -3.085 7.604
C 4.249 -3.205 6.672
C 3.934 -3.755 5.295
C -0.365 -3.937 7.689
C -0.234 -4.496 6.256
C -0.053 -6.014 6.085
C -0.093 -6.487 4.647
H -2.461 1.069 3.373
H -2.589 -0.660 3.662
H -1.077 0.153 3.474
H -2.934 0.448 5.937
H -1.389 1.195 5.774
H -0.361 -1.111 5.498
H -1.987 -1.759 5.852
H -1.599 -1.080 8.188
H -0.208 0.006 7.774
H 0.671 -0.938 9.941
H 1.427 -2.401 10.197
H -1.362 -3.370 10.191
H -1.564 -1.706 10.373
H -1.597 -2.311 12.519
H 0.047 -1.848 12.375
H 0.929 -3.934 12.257
H -0.621 -4.686 11.979
H -0.155 -3.906 13.653
H 2.309 -0.974 7.480
H 1.744 -2.179 6.186
H 2.593 -4.057 7.801
H 3.391 -2.782 8.592
H 4.912 -3.983 7.051
H 4.917 -2.348 6.589
H 3.274 -3.034 4.811
H 3.440 -4.725 5.352
H 4.772 -3.755 4.598
H -1.408 -4.101 7.963
H 0.231 -4.644 8.266
H 0.519 -3.966 5.673
H -1.145 -4.267 5.703
H -0.820 -6.524 6.668
H 0.876 -6.369 6.531
H -0.822 -6.036 3.973
H -0.368 -7.539 4.577
H 0.913 -6.380 4.241
C 5.659 -2.862 1.501
C 5.307 -2.615 -0.003
C 5.803 -1.210 -0.502
N 5.552 -1.059 -2.044
C 4.075 -1.008 -2.426
C 3.291 0.246 -1.963
C 3.954 1.455 -2.485
C 5.412 1.476 -1.951
C 6.170 0.279 -2.480
C 6.278 -2.131 -2.887
H 5.262 -2.066 2.131
H 6.728 -2.966 1.683
H 5.218 -3.769 1.916
H 4.225 -2.621 -0.131
H 5.639 -3.336 -0.750
H 6.891 -1.143 -0.513
H 5.443 -0.351 0.064
H 3.588 -1.934 -2.120
H 3.987 -0.980 -3.512
H 3.136 0.332 -0.887
H 2.312 0.348 -2.431
H 3.456 2.334 -2.075
H 3.818 1.371 -3.563
H 5.482 1.533 -0.865
H 5.766 2.467 -2.235
H 7.163 0.358 -2.038
H 6.145 0.354 -3.567
H 5.909 -3.146 -2.740
H 7.304 -2.093 -2.523
H 6.140 -1.792 -3.914
C -2.386 4.750 2.478
C -1.655 4.858 3.847
C -1.278 6.319 4.158
N -0.617 6.464 5.596
C -1.785 6.400 6.651
C -1.257 6.757 8.020
C -0.583 8.162 8.033
C 0.472 8.286 6.963
C -0.005 7.905 5.598
C 0.472 5.440 5.939
H -1.878 5.243 1.649
H -3.463 4.908 2.429
H -2.189 3.721 2.175
H -0.772 4.234 3.984
H -2.367 4.383 4.522
H -2.185 6.923 4.137
H -0.500 6.578 3.440
H -2.471 7.158 6.272
H -2.365 5.478 6.645
H -2.056 6.861 8.753
H -0.642 5.963 8.445
H -1.378 8.908 8.016
H -0.144 8.387 9.005
H 0.584 9.367 6.876
H 1.424 7.790 7.149
H -0.775 8.596 5.256
H 0.807 7.942 4.871
H 1.197 5.496 5.127
H 0.123 4.417 6.078
H 0.965 5.681 6.880
C -8.378 -2.486 -1.680
C -7.354 -2.586 -2.885
C -6.487 -1.301 -3.047
N -5.509 -1.278 -4.271
C -4.778 0.111 -4.289
C -4.005 0.382 -5.567
C -4.825 0.094 -6.828
C -5.452 -1.295 -6.899
C -6.265 -1.673 -5.622
C -4.362 -2.392 -4.046
H -8.858 -3.453 -1.532
H -9.197 -1.818 -1.945
H -7.940 -2.199 -0.724
H -7.836 -2.860 -3.823
H -6.799 -3.488 -2.626
H -5.885 -1.107 -2.160
H -7.203 -0.557 -3.397
H -5.476 0.899 -4.005
H -4.140 -0.074 -3.425
H -3.509 1.352 -5.557
H -3.121 -0.251 -5.652
H -5.583 0.871 -6.917
H -4.312 0.268 -7.774
H -6.191 -1.257 -7.699
H -4.682 -2.037 -7.108
H -7.182 -1.084 -5.633
H -6.540 -2.721 -5.743
H -3.872 -2.121 -3.111
H -3.749 -2.273 -4.939
H -4.722 -3.389 -3.791
C -3.871 -4.376 0.315
F -4.973 -5.040 0.623
F -2.780 -4.812 0.946
F -3.644 -4.455 -0.990
S -4.174 -2.500 0.682
O -2.960 -1.730 0.316
O -5.418 -2.196 -0.098
O -4.357 -2.526 2.160
C -0.080 -3.544 -2.943
F -1.312 -3.859 -2.445
F 0.904 -3.760 -2.070
F 0.070 -4.299 -4.066
S -0.118 -1.627 -3.289
O -0.205 -0.890 -2.037
O 1.128 -1.346 -3.946
O -1.299 -1.377 -4.092
C 1.463 -3.688 1.741
F 0.236 -4.143 1.467
F 1.929 -4.285 2.836
F 2.282 -3.930 0.650
S 1.450 -1.816 2.169
O 2.844 -1.284 1.977
O 0.467 -1.216 1.232
O 0.934 -1.786 3.594
C 0.767 4.628 -0.005
F 1.805 4.823 -0.845
F 0.849 5.528 0.906
F -0.424 4.692 -0.640
S 0.959 2.860 0.850
O 0.274 2.943 2.118
O 0.306 1.885 -0.033
O 2.416 2.705 0.926
C -5.388 1.821 -0.146
F -5.897 1.681 -1.369
F -5.703 2.995 0.339
F -5.928 0.818 0.605
S -3.463 1.895 -0.275
O -2.841 1.384 0.934
O -3.030 0.989 -1.349
O -3.070 3.268 -0.600
*
```

Atomic partial charges in e from the Mulliken method, atoms 1 to 99: 4.069 -1.734 0.512 0.854 0.036 0.509 -1.561 0.724 -0.636 -0.996 -0.992 -0.101 -0.871 -1.117 0.736 -1.054 -0.135 -1.306 0.375 0.264 0.337 -0.202 -0.191 -0.977 0.551 0.673 -0.854 0.586 0.800 -0.472 0.158 0.375 0.346 0.271 0.452 0.047 0.490 0.639 0.198 0.113 0.399 0.455 0.361 0.296 0.299 -0.105 0.277 0.427 0.468 0.596 -0.453 0.158 0.365 0.487 -0.721 -0.768 -0.146 -0.981 0.970 -0.873 -0.576 -0.905 -1.104 0.446 -0.661 -0.944 -0.481 -1.199 0.375 -0.849 -1.085 0.244 0.274 0.055 0.411 0.221 -0.089 0.319 0.433 0.500 0.524 0.530 0.371 0.242 0.443 0.364 0.281 0.282 0.379 0.811 -0.915 0.413 0.324 0.385 0.388 -0.151 0.233 0.381 0.712



(2)
ORCA calculation (ωB97M-V/def2-TZVPD) on C37H36ClN2OP2Sm as an isolated structure.

Properties
HOMO-LUMO gap (spin up / spin down) in eV: 6.13 / 7.58
LUMO (spin up / spin down) in eV: -7.36 / -5.90
Expectation value of S²: 8.772

The geometry in ORCA input format:
```
! wB97M-V def2-TZVPD RIJCOSX def2/J DEFGRID3
* xyz 2 6
Sm -0.081 -0.904 0.895
Cl 0.666 -2.373 -1.140
P 2.627 0.276 0.567
P -2.482 -0.576 -0.872
C 2.957 1.792 1.520
C 3.726 0.348 -0.895
C 3.163 -1.106 1.640
C -3.401 -1.814 0.138
C -3.547 0.898 -0.947
C -2.391 -1.220 -2.566
C 3.409 1.746 2.854
C 3.554 2.939 3.571
C 3.282 4.177 2.959
C 2.871 4.212 1.617
C 2.711 3.035 0.897
H 3.691 0.791 3.323
H 3.931 2.902 4.596
H 3.457 5.108 3.501
H 2.718 5.171 1.125
H 2.456 3.061 -0.167
C 2.317 -1.505 2.699
C 2.660 -2.618 3.475
C 3.834 -3.324 3.204
C 4.670 -2.938 2.141
C 4.322 -1.838 1.347
H 1.465 -0.876 2.998
H 2.012 -2.936 4.289
H 4.138 -4.151 3.850
H 5.617 -3.449 1.950
H 4.940 -1.528 0.504
C 4.930 1.073 -0.884
C 5.707 1.159 -2.044
C 5.288 0.542 -3.232
C 4.091 -0.183 -3.242
C 3.324 -0.276 -2.091
H 5.263 1.577 0.025
H 6.649 1.703 -2.000
H 5.907 0.604 -4.132
H 3.773 -0.680 -4.155
H 2.397 -0.842 -2.082
C -3.972 1.435 -2.181
C -4.704 2.628 -2.200
C -5.016 3.286 -0.995
C -4.621 2.724 0.232
C -3.914 1.531 0.261
H -3.776 0.893 -3.119
H -5.070 3.021 -3.152
H -5.619 4.191 -1.001
H -4.908 3.197 1.169
H -3.691 1.051 1.219
C -2.659 -2.751 0.893
C -3.326 -3.579 1.801
C -4.719 -3.536 1.919
C -5.456 -2.631 1.135
C -4.798 -1.758 0.265
H -1.579 -2.918 0.694
H -2.753 -4.279 2.413
H -5.243 -4.230 2.587
H -6.544 -2.610 1.181
H -5.371 -1.028 -0.310
C -3.210 -2.275 -2.987
C -3.060 -2.802 -4.279
C -2.075 -2.285 -5.136
C -1.248 -1.241 -4.709
C -1.412 -0.720 -3.436
H -3.948 -2.691 -2.298
H -3.733 -3.603 -4.605
H -1.966 -2.683 -6.148
H -0.492 -0.833 -5.370
H -0.772 0.068 -3.083
H 0.317 -4.194 1.492
H 0.482 -3.997 0.782
N -1.248 2.892 2.568
C -0.832 2.607 1.312
N -0.767 3.655 0.490
O -0.527 1.392 0.965
H -1.541 3.810 2.830
H -1.329 2.152 3.255
H -0.462 3.547 -0.470
H -1.060 4.587 0.781
*
```

Partial charges, Mulliken, in e: 1.019 -0.412 1.119 1.266 0.467 -0.037 0.431 -0.059 0.323 0.238 -0.479 -0.663 -0.561 -0.769 -0.389 0.390 0.420 0.429 0.454 0.619 -0.281 -0.982 -0.568 -0.621 -0.525 0.664 0.465 0.427 0.437 0.439 -0.166 -0.666 -0.506 -0.606 -0.214 0.462 0.418 0.399 0.441 0.031 -0.477 -0.626 -0.595 -0.686 -0.471 0.397 0.418 0.425 0.462 0.441 -0.034 -0.837 -0.600 -0.692 -0.162 0.401 0.425 0.408 0.432 0.483 -0.326 -0.670 -0.537 -0.678 -0.184 0.369 0.411 0.401 0.453 0.401 0.000 0.070 -0.466 0.439 -0.276 -0.176 0.165 0.176 0.263 0.196



(3)
ORCA calculation (ωB97M-V/def2-TZVPD) on one molecule with the formula C5H9NO.

Properties
HOMO-LUMO gap in eV: 10.53
LUMO in eV: 1.09
SMILES string: C[C@H]1CC/C1=N\O
ΔE to the lowest compared entry with this formula, charge and spin in kcal/mol: 66.6

The geometry in ORCA input format:
```
! wB97M-V def2-TZVPD RIJCOSX def2/J DEFGRID3
* xyz 0 1
C -1.922 -0.445 0.140
C -0.691 0.019 -0.628
C -0.183 1.463 -0.327
C 1.150 0.898 0.239
O 2.357 -1.659 0.567
C 0.638 -0.479 -0.098
N 1.079 -1.661 0.004
H -2.824 0.051 -0.235
H -1.823 -0.215 1.208
H -2.053 -1.527 0.040
H -0.819 -0.179 -1.699
H -0.063 2.092 -1.214
H -0.795 2.003 0.401
H 1.317 1.054 1.310
H 2.061 1.184 -0.296
H 2.572 -2.600 0.587
*
```

Partial charges, Mulliken, in e: -1.444 0.412 -0.691 -0.422 -0.379 0.219 -0.582 0.374 0.347 0.355 0.341 0.263 0.306 0.254 0.280 0.367



(4)
ORCA calculation (ωB97M-V/def2-TZVPD) on a 7-piece molecular cluster, C4H21NO6 overall.

Properties
HOMO-LUMO gap in eV: 8.66
LUMO in eV: 0.30
SMILES string: C=C(N)CC.O.O.O.O.O.O
ΔE to the lowest compared entry with this formula, charge and spin in kcal/mol: 74.8

The geometry in ORCA input format:
```
! wB97M-V def2-TZVPD RIJCOSX def2/J DEFGRID3
* xyz 0 1
C 1.862 -1.358 -0.107
C 1.107 -0.415 0.797
C 0.973 0.975 0.153
C 1.777 1.444 -0.829
N -0.081 1.725 0.653
H 1.718 -1.118 -1.204
H 2.911 -1.339 0.196
H 1.477 -2.440 -0.163
H 0.068 -0.937 1.047
H 1.500 -0.371 1.809
H 2.409 0.678 -1.403
H 1.865 2.444 -1.140
H -0.514 1.506 1.576
H 0.155 2.691 0.600
H -2.106 1.654 1.791
H -1.115 2.267 2.797
O -2.083 2.257 2.602
H -1.384 -2.347 -1.888
H -1.243 -3.341 -0.711
O -1.866 -2.737 -1.092
H 0.021 1.680 -2.310
H -0.012 1.657 -3.826
O -0.282 1.337 -3.072
H -3.275 -0.731 0.435
H -2.671 -1.439 1.575
O -3.016 -0.590 1.315
H 0.074 -0.401 -2.945
H 0.913 -1.067 -4.037
O 0.566 -1.215 -3.195
H 0.772 -0.592 3.639
H -0.717 -0.123 3.451
O 0.198 0.248 3.486
*
```

Partial charges, Mulliken, in e: -1.096 0.701 0.168 -1.253 -0.369 0.140 0.301 0.257 -0.117 0.087 0.185 0.545 -0.051 0.214 0.457 0.465 -0.637 0.327 0.290 -0.624 0.362 0.261 -0.680 0.299 0.271 -0.585 0.465 0.240 -0.651 0.330 0.342 -0.643



(5)
ORCA calculation (ωB97M-V/def2-TZVPD) on one molecule with the formula C6H6ClF3N2O2S.

Properties
HOMO-LUMO gap in eV: 9.28
LUMO in eV: -0.13
SMILES string: Cn1cncc1[C@H](C(F)(F)F)S(=O)(=O)Cl
ΔE to the lowest compared entry with this formula, charge and spin in kcal/mol: 0.0

The geometry in ORCA input format:
```
! wB97M-V def2-TZVPD RIJCOSX def2/J DEFGRID3
* xyz 0 1
C -1.902 0.237 -0.694
C -2.306 -0.842 1.138
C -0.674 0.022 -0.073
C -0.011 -0.881 2.205
C 0.885 0.590 -0.326
C 0.917 1.879 -1.120
N -2.870 -0.390 0.019
N -0.980 -0.597 1.156
O 2.895 -0.167 -1.841
O 0.656 -0.970 -2.599
F 2.228 2.210 -1.368
F 0.348 2.889 -0.459
F 0.271 1.741 -2.294
S 1.585 -0.622 -1.532
Cl 1.760 -2.252 -0.336
H -2.068 0.565 -1.760
H -2.914 -1.317 1.921
H 0.636 0.016 2.571
H -0.527 -1.262 3.003
H 0.690 -1.601 1.839
H 1.382 0.754 0.550
*
```

Partial charges, Mulliken, in e: -0.239 -0.094 -0.191 -0.771 -0.309 0.422 -0.657 0.133 -0.529 -0.486 -0.236 -0.245 -0.213 1.118 -0.208 0.348 0.340 0.232 0.396 0.267 0.922